Molecular formula: C3H3N5
Method: DFT, ωB97M-V/def2-TZVPD

Structure (XYZ):
```
11
Properties=species:S:1:pos:R:3
H 1.872 -1.367 1.082
N 1.852 -0.458 0.849
C 0.914 -0.294 -0.040
N 1.111 1.016 -0.589
C -0.031 1.575 -0.208
C -1.287 0.826 0.493
N -1.583 -0.434 0.480
N -1.127 -1.180 -0.445
N 0.183 -1.121 -0.722
H -0.369 2.634 -0.464
H -2.132 1.322 0.893
```

As for the HOMO energy: -10.3961 eV. The calculation puts the relative energy (zero: lowest compared OMol25 entry of this formula, charge and spin) at 114.2 kcal per mole. The LUMO energy is -1.7 eV. The molar mass comes out at 109.1 g/mol. Its SMILES is [H]/N=c1/nccnnn1. Its HOMO-LUMO gap is 8.730 eV.

Molecular formula: C28H48N3O10PtSSiTe
Method: DFT, ωB97M-V/def2-TZVPD

Structure (XYZ):
```
93
Properties=species:S:1:pos:R:3
Pt -0.245 -0.848 0.349
C -0.517 -3.856 1.035
O -1.334 -3.051 1.890
C -1.358 -1.687 1.777
O -2.084 -1.126 2.563
H -1.064 -4.785 0.881
H 0.429 -4.075 1.535
H -0.338 -3.383 0.070
C -0.189 4.029 0.211
C -0.520 3.091 -0.944
C -0.705 3.882 -2.237
C 0.599 2.066 -1.109
O -1.755 2.476 -0.612
Si -2.489 1.075 -1.107
O -1.901 -0.286 -0.555
O -2.417 1.112 -2.750
C -3.316 0.635 -3.744
C -4.461 1.629 -3.909
C -2.502 0.538 -5.027
C -3.843 -0.744 -3.353
O -4.075 1.275 -0.695
C -4.672 1.829 0.473
C -6.025 1.145 0.614
C -4.854 3.328 0.254
C -3.823 1.569 1.712
H 0.670 4.659 -0.035
H 0.037 3.452 1.111
H -1.046 4.670 0.424
H 0.252 4.276 -2.590
H -1.391 4.717 -2.076
H -1.125 3.230 -3.001
H 1.573 2.562 -1.151
H 0.481 1.462 -2.011
H 0.599 1.392 -0.244
H -4.075 2.590 -4.257
H -4.963 1.783 -2.954
H -5.188 1.256 -4.636
H -2.169 1.531 -5.338
H -3.098 0.099 -5.831
H -1.623 -0.085 -4.856
H -4.397 -0.691 -2.415
H -3.008 -1.435 -3.217
H -4.508 -1.129 -4.130
H -6.607 1.281 -0.299
H -6.584 1.563 1.455
H -5.886 0.076 0.781
H -5.538 3.510 -0.578
H -3.891 3.782 0.016
H -5.259 3.803 1.151
H -3.596 0.509 1.814
H -4.357 1.908 2.604
H -2.875 2.107 1.646
C 4.843 2.552 1.294
C 4.009 1.862 2.368
S 5.055 0.888 3.409
O 5.625 -0.172 2.612
O 5.914 1.778 4.149
C 3.931 0.151 4.595
C 3.569 -1.300 4.285
N 2.974 -1.439 2.949
C 1.764 -0.931 2.602
N 1.478 -1.253 1.342
C 2.515 -2.015 0.864
C 3.423 -2.145 1.854
N 4.646 -2.942 1.788
O 4.942 -3.359 0.688
O 5.245 -3.168 2.828
C 0.893 -0.104 3.482
H 4.191 3.167 0.676
H 5.335 1.819 0.658
H 5.604 3.188 1.744
H 3.277 1.181 1.929
H 3.512 2.579 3.023
H 3.054 0.792 4.630
H 4.447 0.231 5.552
H 2.857 -1.673 5.020
H 4.456 -1.921 4.314
H 2.517 -2.423 -0.134
H 0.753 -0.576 4.456
H -0.078 -0.001 3.003
H 1.313 0.891 3.631
Te 0.360 -1.761 -2.462
C 1.638 -3.447 -2.368
C 3.028 -3.345 -2.244
C 3.843 -4.470 -2.232
C 3.289 -5.738 -2.343
C 1.910 -5.861 -2.456
C 1.098 -4.734 -2.465
H 3.479 -2.361 -2.165
H 4.916 -4.353 -2.143
H 3.922 -6.616 -2.342
H 1.462 -6.844 -2.542
H 0.025 -4.846 -2.555
```

As for the HOMO energy: -3.5166 eV. As for the charge: -1. The calculation puts the relative energy (zero: lowest compared OMol25 entry of this formula, charge and spin) at 18.3 kcal per mole. The LUMO energy is 1.4 eV. The molar mass comes out at 969.5 g/mol. Its HOMO-LUMO gap is 4.932 eV.

Molecular formula: C6H20B3FN8O8
Method: DFT, ωB97M-V/def2-TZVPD

Structure (XYZ):
```
46
Properties=species:S:1:pos:R:3
O 1.252 -2.402 -2.408
C 0.369 -1.855 -3.120
F 0.509 -0.487 -3.555
C -0.890 -2.743 -3.539
B -2.225 -1.909 -3.938
O -2.494 -0.523 -3.642
B -3.772 -0.518 -2.924
O -4.922 -1.323 -3.339
B -4.373 -2.632 -3.634
O -3.288 -2.647 -4.628
H -0.661 -3.493 -4.379
H -1.161 -3.379 -2.608
H -3.857 0.149 -1.941
H -4.681 -3.644 -3.117
N -0.029 0.559 0.650
C -0.089 -0.468 1.528
N 0.418 -1.638 1.066
O -0.563 -0.353 2.650
H 0.356 0.483 -0.273
H -0.395 1.447 0.954
H 0.392 -2.429 1.690
H 0.811 -1.754 0.150
N 3.461 1.154 -1.455
C 4.168 0.106 -0.962
N 3.580 -1.103 -1.133
O 5.248 0.243 -0.408
H 2.572 1.063 -1.913
H 3.864 2.070 -1.347
H 4.074 -1.907 -0.780
H 2.691 -1.236 -1.586
N -0.402 4.103 -1.652
C 0.047 4.101 -0.373
N -0.147 5.261 0.298
O 0.586 3.127 0.136
H -0.846 4.891 -2.088
H -0.275 3.257 -2.184
H 0.173 5.299 1.252
H -0.586 6.071 -0.101
N 0.181 -0.126 5.531
C -0.312 -0.880 6.542
N 0.455 -0.897 7.663
O -1.363 -1.497 6.455
H 1.042 0.387 5.585
H -0.360 -0.086 4.678
H 0.122 -1.447 8.438
H 1.321 -0.398 7.756
```

As for the HOMO energy: -9.0648 eV. The calculation puts the relative energy (zero: lowest compared OMol25 entry of this formula, charge and spin) at 41.1 kcal per mole. The LUMO energy is -0.5 eV. The molar mass comes out at 383.7 g/mol. Its SMILES is O=C(F)CB1OBOBO1.NC(N)=O.NC(N)=O.NC(N)=O.NC(N)=O. Its HOMO-LUMO gap is 8.541 eV.

Molecular formula: C26H28N11O2SSeSnTe4
Method: DFT, ωB97M-V/def2-TZVPD

Structure (XYZ):
```
74
Properties=species:S:1:pos:R:3
Sn -1.839 -0.113 -0.526
N -0.716 7.344 2.651
C -0.450 5.990 2.474
C -0.546 5.087 3.538
C -0.296 3.740 3.338
C 0.064 3.287 2.077
C 0.207 4.185 1.029
C -0.052 5.524 1.221
S 0.275 1.563 1.780
O 1.651 1.182 1.959
O -0.686 0.875 2.622
N -0.236 1.391 0.249
C 0.663 1.263 -0.781
N 0.129 0.561 -1.796
C 0.886 0.310 -2.851
C 2.183 0.784 -2.930
C 2.610 1.573 -1.872
N 1.873 1.827 -0.801
H -1.348 7.553 3.407
H -0.980 7.822 1.799
H -0.847 5.443 4.517
H -0.422 3.032 4.147
H 0.477 3.835 0.044
H 0.002 6.207 0.381
H 0.412 -0.246 -3.651
H 2.803 0.601 -3.795
H 3.590 2.041 -1.891
N -3.706 1.337 3.158
C -3.543 2.633 2.735
C -3.318 2.559 1.396
N -3.352 1.243 0.993
C -3.582 0.532 2.081
C -3.513 -0.933 2.212
N -4.348 -1.837 1.763
C -3.752 -3.042 2.042
C -2.547 -2.849 2.656
N -2.413 -1.496 2.792
H -3.891 1.022 4.093
H -3.596 3.473 3.403
H -3.152 3.350 0.683
H -4.227 -3.972 1.780
H -1.788 -3.535 2.988
H -1.556 -0.973 2.953
Te -3.149 1.259 -2.640
Te -3.445 5.666 -2.791
Te -1.897 7.522 -1.589
Te -1.801 3.581 -2.034
C 3.500 -1.029 0.725
N 3.426 -2.406 0.259
C 4.512 -3.178 -0.103
C 4.039 -4.375 -0.499
N 2.662 -4.324 -0.385
C 1.755 -5.414 -0.682
C 2.277 -3.107 0.086
Se 0.555 -2.526 0.358
H 3.788 -0.371 -0.094
H 4.229 -0.959 1.530
H 2.525 -0.721 1.094
H 5.519 -2.805 -0.043
H 4.551 -5.254 -0.848
H 2.134 -5.970 -1.537
H 0.781 -4.990 -0.917
H 1.655 -6.075 0.180
C 0.861 -5.051 -4.551
C -0.487 -4.734 -4.532
C -0.883 -3.563 -3.898
N -0.036 -2.738 -3.294
C 1.255 -3.058 -3.306
C 1.754 -4.194 -3.927
H 1.210 -5.949 -5.047
H -1.222 -5.371 -5.006
H -1.928 -3.273 -3.874
H 1.919 -2.372 -2.788
H 2.818 -4.395 -3.916
```

As for the HOMO energy: -2.9808 eV. As for the charge: -1. The calculation puts the relative energy (zero: lowest compared OMol25 entry of this formula, charge and spin) at 12.3 kcal per mole. The LUMO energy is 1.8 eV. The molar mass comes out at 1266.7 g/mol. Its HOMO-LUMO gap is 4.785 eV.

Molecular formula: C24H32LaN10O4PSSe
Method: DFT, ωB97M-V/def2-TZVPD

Structure (XYZ):
```
74
Properties=species:S:1:pos:R:3
La -1.053 0.640 0.103
N -2.839 2.685 -0.377
C -3.377 2.942 0.978
C -2.405 2.588 2.098
O -2.866 2.561 3.241
N -1.120 2.346 1.732
C -0.229 2.073 2.870
C 0.627 0.829 2.690
O 1.614 0.645 3.385
O 0.260 0.008 1.728
H -2.298 3.494 -0.661
H -3.610 2.626 -1.033
H -4.265 2.341 1.132
H -3.658 3.985 1.133
H -0.808 1.930 3.785
H 0.440 2.913 3.058
C -4.061 -0.426 3.074
C -3.842 -0.741 1.629
O -3.269 0.038 0.842
N -4.287 -1.915 1.178
C -3.892 -2.428 -0.129
C -2.530 -3.084 -0.037
C -2.358 -4.409 -0.387
C -1.132 -5.017 -0.147
C -0.134 -4.272 0.442
C -0.379 -2.935 0.713
N -1.545 -2.332 0.475
H -3.965 0.643 3.250
H -3.286 -0.936 3.655
H -5.034 -0.789 3.409
H -4.689 -2.555 1.843
H -3.884 -1.601 -0.833
H -4.637 -3.148 -0.458
H -3.182 -4.967 -0.815
H -0.973 -6.058 -0.401
H 0.829 -4.707 0.673
H 0.387 -2.308 1.155
S 0.384 -2.098 -2.443
C -0.440 -0.744 -2.052
Se -0.290 3.771 -2.379
N -1.225 3.572 -3.889
C -1.394 2.273 -4.087
C -2.041 1.682 -5.187
C -2.057 0.288 -5.284
C -1.483 -0.501 -4.326
N -0.917 0.037 -3.188
C -0.835 1.404 -3.054
N -0.227 1.975 -2.040
H -2.485 2.311 -5.946
H -2.521 -0.195 -6.134
H -1.447 -1.579 -4.378
C 5.330 -0.887 -0.010
N 4.485 -0.778 1.263
C 4.791 0.568 1.958
N 4.621 1.648 1.050
C 5.438 1.465 -0.145
N 5.114 0.230 -0.862
C 3.754 0.265 -1.438
P 2.409 0.445 -0.162
C 3.017 -0.902 0.954
C 3.207 1.881 0.726
H 5.051 -1.819 -0.496
H 6.369 -0.930 0.313
H 4.746 -1.526 1.903
H 5.824 0.497 2.294
H 4.104 0.640 2.799
H 6.489 1.433 0.146
H 5.288 2.310 -0.812
H 3.578 -0.642 -2.019
H 3.691 1.103 -2.134
H 2.853 -1.862 0.464
H 2.465 -0.854 1.893
H 2.664 2.113 1.642
H 3.139 2.750 0.069
```

As for the HOMO energy (alpha / beta): -8.9554 / -9.7900 eV. As for the charge: +1. The calculation puts the relative energy (zero: lowest compared OMol25 entry of this formula, charge and spin) at 22.4 kcal per mole. The LUMO energy (alpha / beta) is -2.5 / -3.3 eV. The molar mass comes out at 805.5 g/mol. Its HOMO-LUMO gap (alpha / beta) is 6.412 / 6.533 eV. As for the spin multiplicity: 2.

Molecular formula: C8H13N2S
Method: DFT, ωB97M-V/def2-TZVPD

Structure (XYZ):
```
24
Properties=species:S:1:pos:R:3
C 3.803 0.175 0.650
C 2.508 0.359 1.006
C 2.397 -0.492 -0.935
C -0.755 1.207 -0.001
C -3.048 0.725 -0.788
C -1.958 -0.168 1.386
C -1.103 -1.016 -0.799
C -1.733 0.216 -0.085
N 3.734 -0.375 -0.623
N 1.655 -0.107 0.084
S 0.072 2.500 0.047
H 4.690 0.407 1.164
H 2.312 0.737 2.072
H 1.878 -0.815 -1.751
H -3.659 -0.125 -0.988
H -2.830 1.094 -1.846
H -3.492 1.598 -0.158
H -2.639 -0.972 1.332
H -1.114 -0.732 1.725
H -2.270 0.504 2.233
H -1.754 -1.683 -0.435
H -0.164 -1.227 -0.358
H -0.952 -0.917 -1.804
H 4.423 -0.892 -1.125
```

As for the HOMO energy: -12.3696 eV. As for the charge: +1. The calculation puts the relative energy (zero: lowest compared OMol25 entry of this formula, charge and spin) at 60.8 kcal per mole. The LUMO energy is -5.0 eV. The molar mass comes out at 169.3 g/mol. Its HOMO-LUMO gap is 7.397 eV.

Molecular formula: C5H6N2O3
Method: DFT, ωB97M-V/def2-TZVPD

Structure (XYZ):
```
16
Properties=species:S:1:pos:R:3
O -2.314 -0.113 -0.138
C -0.984 0.202 -0.179
C -0.211 0.812 0.748
C 1.089 1.026 0.151
N 0.977 2.030 -0.941
C 0.910 0.644 -1.305
N -0.344 0.093 -1.419
H -2.767 0.094 0.623
H -0.414 0.794 1.828
H 1.985 1.050 0.823
H 0.172 2.541 -1.124
H 1.681 0.170 -1.839
H -0.423 -0.723 -2.094
O 0.359 -2.852 0.494
C 0.195 -2.889 1.616
O 0.088 -2.878 2.756
```

As for the HOMO energy: -7.9647 eV. The calculation puts the relative energy (zero: lowest compared OMol25 entry of this formula, charge and spin) at 37.2 kcal per mole. The LUMO energy is 0.4 eV. The molar mass comes out at 142.1 g/mol. Its SMILES is OC1=C[C@@H]2N[C@@H]2N1.O=C=O. Its HOMO-LUMO gap is 8.413 eV.

Molecular formula: C5H8N2O4S2
Method: DFT, ωB97M-V/def2-TZVPD

Structure (XYZ):
```
21
Properties=species:S:1:pos:R:3
C -0.860 -1.266 0.127
C 3.960 0.853 -0.721
C -2.356 -0.798 0.290
C -0.383 -2.174 2.492
C 0.496 2.096 -0.499
N -0.475 -1.944 1.335
N -0.727 -2.072 -1.131
O 3.723 -0.164 -1.209
O 4.196 1.860 -0.238
O 0.087 -0.312 0.029
O 2.054 0.713 1.070
S -2.758 0.955 0.745
S 0.635 1.029 0.933
H -2.874 -1.029 -0.671
H -2.766 -1.466 1.109
H -0.178 2.882 -0.650
H 1.387 2.728 -0.544
H 0.480 1.638 -1.477
H -3.107 0.745 2.046
H -0.476 -1.476 -1.964
H -0.059 -2.798 -1.071
```

As for the HOMO energy: -9.6820 eV. The calculation puts the relative energy (zero: lowest compared OMol25 entry of this formula, charge and spin) at 5.4 kcal per mole. The LUMO energy is 0.4 eV. The molar mass comes out at 224.3 g/mol. Its HOMO-LUMO gap is 10.060 eV.